{
  "formula": "C31H20Br3N5O3Ru",
  "method": "ωB97M-V/def2-TZVPD",
  "max_force_ev_per_a": 2.0,
  "multiplicity": 6,
  "total_charge": 1,
  "homo_energy_ev": [-9.03, -10.19],
  "s_squared": 8.8112,
  "lumo_energy_ev": [-3.795, -5.772],
  "orbital_gap_ev": [5.238, 4.421],
  "elements": ["H", "N", "C", "H", "H", "H", "C", "C", "C", "H", "C", "N", "H", "C", "Br", "H", "N", "C", "H", "C", "C", "C", "C", "C", "C", "O", "H", "H", "Ru", "C", "C", "C", "C", "C", "C", "N", "Br", "C", "C", "C", "C", "H", "H", "H", "H", "O", "C", "H", "C", "C", "C", "C", "C", "C", "C", "N", "H", "H", "Br", "O", "H", "H", "H"],
  "positions_angstrom": [[0.74036, 4.10030, -1.27764], [-2.67844, -3.31230, 1.60786], [-0.47314, -3.44450, 0.59556], [0.54796, -5.31810, 0.42156], [-3.04814, 4.98460, 0.53276], [5.43556, -3.15120, 1.29656], [2.28216, -0.97920, 2.12826], [2.56116, -2.17380, 2.81356], [-1.83844, 3.47610, 1.49186], [-3.59554, 3.75870, 2.69856], [0.58226, -4.26260, 0.18526], [0.70436, 0.85180, 1.86496], [2.46206, -4.30130, -0.85344], [1.67466, 1.04800, -3.05834], [-2.80864, 1.22180, -6.13484], [-4.33954, 1.13750, -3.63884], [0.60896, -1.56040, -0.38114], [-2.66814, 3.21760, 2.59806], [-3.43954, -3.72760, 2.12156], [-1.20674, 4.66410, -0.50854], [-2.28774, 2.28220, 3.53976], [3.65106, -2.95740, 2.48466], [-0.59384, 0.95100, -2.58914], [-3.29974, 1.08480, -3.35504], [-2.96314, 0.96390, -2.02234], [2.92036, 0.36660, 0.23006], [4.99596, -1.06260, 0.03586], [-1.37444, 5.42470, -1.25344], [0.90356, 0.86140, -0.11294], [-2.30584, 1.11940, -4.31824], [1.63246, -3.70270, -0.51964], [-0.93234, 1.07160, -3.96094], [4.56386, -2.55370, 1.50346], [3.15906, -0.61480, 1.01876], [-0.65664, 2.70490, 1.33696], [0.69696, 0.94720, -2.15684], [3.91786, -4.60980, 3.36826], [1.42736, 1.11210, -4.42444], [0.12516, 1.13170, -4.88294], [4.32016, -1.39760, 0.80586], [-1.14174, 1.51100, 3.39546], [2.24856, 1.15150, -5.12254], [2.68556, 1.08410, -2.66814], [-2.80164, -2.38340, 1.24846], [2.37906, -1.87730, -1.38224], [-1.53674, -5.24780, 1.68696], [-1.61014, -4.09260, 1.33956], [-0.89794, 0.78670, 4.15596], [1.17926, -0.19260, 2.54716], [-0.39674, -2.08920, 0.30806], [-1.61754, 0.85810, -1.58374], [1.59486, -2.34790, -0.80264], [-2.11784, 4.43860, 0.49746], [-0.34174, 1.63950, 2.25006], [-0.03314, 3.90970, -0.54184], [0.20586, 2.93960, 0.32726], [-0.09094, 1.19840, -5.93684], [1.89476, -2.48670, 3.60366], [-4.27854, 0.91650, -0.67284], [-1.33064, 0.70200, -0.35614], [-2.92254, 2.11480, 4.39556], [0.69126, -0.50000, 3.46916], [-1.16464, -1.38570, 0.61086]],
  "atomic_forces_ev_per_a": [[-0.107, -0.098, -0.084], [-0.328, 0.182, 0.181], [0.304, -0.100, -0.163], [-0.018, 0.014, 0.034], [-0.070, 0.115, 0.057], [0.122, -0.061, -0.022], [0.225, 0.393, -0.241], [0.323, -0.284, 0.026], [0.427, -0.239, -0.084], [-0.091, 0.081, 0.073], [-0.189, 0.211, 0.066], [0.989, 0.060, 0.384], [0.128, -0.098, -0.084], [-0.105, -0.072, 0.494], [-0.022, 0.034, -0.036], [-0.051, 0.011, -0.084], [0.149, 0.421, 0.085], [0.139, -0.348, 0.342], [0.039, -0.010, -0.087], [-0.202, 0.101, 0.277], [-0.583, 0.599, -0.267], [-0.662, -0.066, 0.563], [-0.982, 0.021, -0.047], [0.447, 0.020, -0.847], [1.241, -0.146, 0.837], [-0.392, 0.459, -0.225], [0.101, 0.015, -0.136], [-0.023, 0.052, -0.087], [-0.303, -0.878, 0.016], [-0.205, -0.003, 0.305], [-0.143, 0.051, -0.043], [-0.485, -0.027, 0.000], [0.095, 0.549, -0.481], [0.021, -0.542, 0.611], [-0.556, 0.218, 0.605], [0.604, 0.411, -1.424], [-0.053, 0.371, -0.175], [-0.445, 0.005, -0.457], [0.570, -0.044, 0.362], [0.214, -0.454, 0.104], [0.950, -0.314, -0.848], [0.105, 0.047, 0.029], [-0.023, -0.059, 0.006], [0.014, -0.038, -0.043], [0.038, 0.045, 0.022], [0.085, -0.322, 0.082], [0.100, 0.257, -0.038], [0.012, -0.133, 0.034], [-0.123, -0.484, 0.328], [-0.327, -0.373, 0.050], [-1.252, 0.121, -1.460], [0.007, -0.239, -0.023], [0.319, -0.186, -0.136], [-1.379, 0.977, 0.811], [0.006, -0.162, 0.164], [0.161, 0.170, -0.457], [0.005, 0.006, -0.115], [-0.033, -0.048, 0.071], [-0.071, 0.002, -0.130], [1.457, -0.116, 1.389], [-0.024, 0.002, 0.125], [-0.220, -0.097, -0.216], [0.068, 0.020, 0.005]]
}